Record 1
C3H9NO4P | ωB97M-V with the def2-TZVPD basis set

```
! RIJCOSX wB97M-V def2-TZVPD def2/J DEFGRID3
* xyz -1 1
C 0.185 1.377 -0.968
C 0.443 -1.291 -2.131
C -0.873 0.375 -1.163
N -0.789 -0.804 -1.614
O -0.542 1.477 2.011
O -1.273 -0.951 1.980
O 0.468 -0.220 3.576
O 1.127 -0.336 1.126
P 0.026 0.117 1.998
H -0.177 2.311 -0.809
H 0.821 1.470 -1.820
H 0.689 0.907 -0.170
H 0.129 -1.800 -2.990
H 1.106 -0.358 -2.625
H 1.091 -1.868 -1.540
H -1.869 0.867 -0.848
H 0.330 0.587 4.189
H -0.894 -1.860 1.796
*
```

Results of the Löwdin charge analysis, in e, for atoms 1 through 5: atom 1 (C): -0.115, atom 2 (C): -0.166, atom 3 (C): -0.263, atom 4 (N): -0.043, atom 5 (O): -0.335

Record 2
C25H55HgN3O3 | ωB97M-V with the def2-TZVPD basis set

```
! RIJCOSX wB97M-V def2-TZVPD def2/J DEFGRID3
* xyz 4 1
Hg 18.511 -4.811 -26.870
O 17.322 -0.881 -26.621
C 17.510 -2.167 -27.014
O 18.470 -2.470 -27.791
O 16.778 -3.089 -26.732
H 16.692 -1.034 -25.913
C 13.196 2.677 -26.039
C 14.211 2.448 -27.171
C 13.449 1.860 -28.392
N 14.141 1.814 -29.718
C 14.281 3.202 -30.361
C 13.450 0.789 -30.721
C 14.147 -0.625 -30.417
C 15.230 -0.376 -29.389
C 15.510 1.154 -29.549
H 12.155 2.660 -26.360
H 13.518 3.489 -25.386
H 13.252 1.760 -25.452
H 15.114 2.006 -26.750
H 14.540 3.457 -27.423
H 12.545 2.437 -28.583
H 13.087 0.852 -28.189
H 13.356 3.335 -30.921
H 14.936 3.286 -31.229
H 14.433 4.095 -29.755
H 13.757 1.067 -31.729
H 12.369 0.830 -30.852
H 14.395 -1.299 -31.237
H 13.384 -1.280 -29.996
H 16.144 -0.915 -29.641
H 14.989 -0.605 -28.351
H 16.034 1.296 -30.494
H 16.042 1.610 -28.713
C 20.295 -0.496 -32.025
C 20.911 -0.279 -30.531
C 19.837 0.488 -29.659
N 20.363 1.047 -28.279
C 19.284 1.909 -27.619
C 20.906 -0.114 -27.391
C 22.433 0.045 -27.372
C 22.639 1.542 -27.401
C 21.576 1.977 -28.392
H 21.217 -0.765 -32.539
H 19.706 0.318 -32.449
H 19.621 -1.351 -32.084
H 21.782 0.376 -30.539
H 21.233 -1.187 -30.021
H 19.049 -0.182 -29.315
H 19.499 1.393 -30.164
H 18.438 1.310 -27.281
H 19.167 2.748 -28.305
H 19.724 2.364 -26.732
H 20.484 -0.073 -26.387
H 20.556 -1.077 -27.763
H 22.795 -0.452 -26.472
H 22.946 -0.428 -28.210
H 22.630 2.028 -26.426
H 23.622 1.831 -27.773
H 21.343 3.006 -28.119
H 21.920 1.949 -29.426
C 15.047 -7.233 -32.250
C 15.518 -5.767 -32.048
C 17.039 -5.717 -32.171
N 17.592 -4.336 -31.965
C 17.129 -3.649 -30.648
C 17.247 -3.427 -33.222
C 18.473 -3.113 -33.970
C 19.589 -3.952 -33.479
C 19.216 -4.300 -32.022
H 14.014 -7.331 -31.916
H 15.569 -7.995 -31.670
H 14.987 -7.506 -33.304
H 15.074 -5.534 -31.080
H 14.918 -5.289 -32.822
H 17.384 -5.949 -33.178
H 17.634 -6.261 -31.436
H 17.621 -4.182 -29.835
H 16.039 -3.622 -30.637
H 17.495 -2.624 -30.712
H 16.930 -2.486 -32.772
H 16.473 -3.903 -33.824
H 18.805 -2.079 -34.070
H 18.304 -3.317 -35.027
H 20.541 -3.429 -33.575
H 19.727 -4.907 -33.986
H 19.476 -3.511 -31.318
H 19.610 -5.252 -31.664
*
```

Results of the Löwdin charge analysis, in e, for atoms 1 through 5: atom 1 (Hg): 1.569, atom 2 (O): 0.166, atom 3 (C): -0.804, atom 4 (O): -0.080, atom 5 (O): 0.006

Record 3
C4H8NO6P | ωB97M-V with the def2-TZVPD basis set

## Properties
**SMILES**: C[C@@H](O)[C@@](N)(C(=O)[O-])[P@@](=O)([O-])O

```
! RIJCOSX wB97M-V def2-TZVPD def2/J DEFGRID3
* xyz -2 1
C -1.683 -0.585 -0.714
C 1.012 0.990 -1.985
C 0.977 -0.160 -0.922
C -0.185 -0.092 0.034
N -0.493 1.273 0.495
O -2.669 -0.674 0.078
O 0.366 -2.500 1.573
O 0.974 -0.293 2.607
O -1.641 -0.649 -1.942
O -1.469 -0.915 2.379
O 2.155 -0.069 -0.084
P -0.021 -1.060 1.720
H 0.600 0.849 -3.030
H 0.308 1.748 -1.692
H 2.036 1.316 -1.797
H 1.134 -1.119 -1.447
H -1.972 -0.848 1.595
H 0.149 1.617 1.165
H -1.281 1.372 1.184
H 1.706 -0.202 0.782
*
```

Results of the Löwdin charge analysis, in e, for atoms 1 through 5: atom 1 (C): -0.606, atom 2 (C): -0.067, atom 3 (C): -0.394, atom 4 (C): -0.359, atom 5 (N): 0.011

no.,electronic energy (eV),lowest unoccupied orbital energy (eV)
1,-22229.3942,3.94
2,-41560.7379,-16.49
3,-27343.9864,6.48